[1]
{"formula": "C43H37N6O3S4Sn", "method": "wB97M-V/def2-TZVPD", "symbols": ["Sn", "S", "C", "C", "C", "C", "C", "C", "C", "C", "C", "N", "H", "H", "H", "H", "H", "H", "S", "N", "C", "C", "C", "C", "C", "N", "C", "C", "N", "C", "C", "C", "C", "C", "N", "H", "H", "H", "H", "H", "H", "O", "C", "C", "C", "C", "C", "C", "N", "H", "H", "H", "H", "H", "H", "H", "O", "S", "C", "C", "C", "C", "S", "O", "C", "C", "C", "C", "C", "C", "C", "C", "C", "C", "C", "C", "H", "H", "H", "H", "H", "H", "H", "H", "H", "H", "H", "H", "H", "H", "H", "H", "H", "H"], "coordinates": [[0.6761, -1.0784, -0.4470], [-2.3787, -4.5537, -1.1718], [-3.0288, -3.6062, 0.0901], [-2.2320, -2.5430, 0.3956], [-1.0590, -2.4509, -0.4060], [-1.0253, -3.4936, -1.3025], [0.0171, -3.6403, -2.3078], [0.0495, -4.6391, -3.2813], [1.0607, -4.6237, -4.2252], [2.0138, -3.6138, -4.1965], [1.9203, -2.6652, -3.1963], [0.9671, -2.6928, -2.2677], [-3.9652, -3.8836, 0.5486], [-2.4996, -1.8512, 1.1825], [-0.7136, -5.4053, -3.2991], [1.0998, -5.3909, -4.9875], [2.8041, -3.5578, -4.9312], [2.6260, -1.8438, -3.1245], [3.1537, -4.3722, 6.4176], [3.6550, -4.6377, 4.9088], [2.8981, -3.8962, 4.1182], [2.9891, -3.8417, 2.6759], [3.9071, -4.5968, 1.9468], [3.9100, -4.4821, 0.5767], [2.9940, -3.6251, -0.0256], [2.1107, -2.9029, 0.6493], [2.1071, -2.9955, 1.9896], [1.1400, -2.1751, 2.7227], [0.3605, -1.3667, 1.9975], [-0.5434, -0.6209, 2.6134], [-0.7267, -0.6393, 3.9929], [0.0799, -1.4513, 4.7577], [1.0384, -2.2386, 4.1186], [1.9435, -3.1181, 4.8228], [1.9982, -3.2845, 6.1332], [4.5910, -5.2519, 2.4697], [4.6007, -5.0428, -0.0367], [2.9778, -3.5289, -1.1006], [-1.1309, 0.0402, 1.9902], [-1.4844, -0.0114, 4.4409], [-0.0125, -1.4968, 5.8346], [1.2780, 2.0222, -2.6341], [1.7941, 1.9291, -3.9350], [1.1186, 0.8455, -4.7332], [1.3393, 0.7084, -6.1018], [0.6658, -0.2868, -6.7829], [-0.2084, -1.1091, -6.0805], [-0.3534, -0.9009, -4.7221], [0.3021, 0.0504, -4.0558], [0.6416, 1.2948, -2.5023], [2.8741, 1.7409, -3.9016], [1.6503, 2.8795, -4.4612], [2.0197, 1.3786, -6.6124], [0.8108, -0.4173, -7.8474], [-0.7701, -1.8886, -6.5763], [-1.0243, -1.5192, -4.1333], [0.4706, 1.5494, 1.2105], [1.5398, 2.5916, 1.2714], [1.0847, 3.9172, 0.1076], [-0.2769, 4.5703, 0.2995], [-1.4599, 3.6392, 0.0162], [-1.6499, 3.3993, -1.4796], [-2.2934, 1.7579, -1.9177], [-1.3060, 0.7619, -1.4007], [-3.6699, 1.7286, -0.7696], [-3.6003, 0.8892, 0.3261], [-4.6609, 0.8514, 1.2203], [-5.7768, 1.6491, 1.0091], [-5.8392, 2.4808, -0.1019], [-4.7863, 2.5176, -1.0030], [1.2501, 3.4768, 2.8046], [2.2015, 4.3793, 3.2581], [1.9713, 5.0702, 4.4383], [0.8066, 4.8433, 5.1599], [-0.1293, 3.9244, 4.7055], [0.0909, 3.2352, 3.5217], [1.1877, 3.4351, -0.8675], [1.8899, 4.6520, 0.1970], [-0.3243, 5.4361, -0.3695], [-0.3519, 4.9768, 1.3100], [-2.3715, 4.0746, 0.4299], [-1.3023, 2.6849, 0.5166], [-0.7037, 3.4280, -2.0264], [-2.3214, 4.1263, -1.9435], [-2.7173, 0.2755, 0.4457], [-4.6194, 0.1932, 2.0798], [-6.6053, 1.6178, 1.7044], [-6.7145, 3.0938, -0.2716], [-4.8394, 3.1546, -1.8788], [3.1178, 4.5357, 2.6999], [2.7048, 5.7794, 4.7982], [0.6313, 5.3803, 6.0827], [-1.0333, 3.7493, 5.2744], [-0.6216, 2.5164, 3.1359]], "mulliken_charge": [0.931, -0.342, -0.643, -0.821, 0.580, -0.181, 1.172, -0.845, -0.753, -0.772, -0.843, 0.786, 0.500, 0.395, 0.486, 0.443, 0.501, 0.466, 0.163, -0.684, 0.915, 0.198, -0.573, -1.097, -0.128, 0.548, -0.504, -0.927, 0.923, -0.118, -1.436, -0.866, 0.410, 0.961, -0.665, 0.548, 0.475, 0.384, 0.532, 0.625, 0.546, -0.327, -0.722, 0.668, -0.935, -0.386, -0.924, -0.446, 0.348, -0.013, 0.275, 0.391, 0.488, 0.429, 0.475, 0.541, -0.030, -0.141, -0.147, -1.203, 0.514, -0.850, -0.131, -0.288, 0.194, 0.509, -0.515, -0.649, -0.629, -0.637, 0.635, -0.501, -0.662, -0.469, -0.871, -0.113, -0.131, 0.681, 0.437, 0.434, 0.445, -0.589, 0.508, 0.544, -0.142, 0.462, 0.401, 0.406, 0.411, 0.410, 0.411, 0.391, 0.440, 0.313], "e_above_lowest_kcal_mol": 11.7, "charge": 1, "e_tot_ev": -109442.961, "gap_ev": 7.44, "e_lumo_ev": -2.73, "e_homo_ev": -10.17}

[2]
{"formula": "C43H37NO2P", "method": "wB97M-V/def2-TZVPD", "symbols": ["C", "C", "C", "C", "P", "C", "C", "C", "C", "C", "C", "C", "C", "C", "C", "C", "C", "C", "C", "N", "C", "C", "H", "H", "H", "H", "H", "H", "H", "H", "H", "H", "H", "H", "H", "H", "H", "H", "C", "O", "C", "C", "C", "C", "C", "C", "C", "C", "C", "C", "C", "C", "C", "C", "C", "C", "C", "O", "C", "C", "C", "C", "C", "H", "H", "H", "H", "H", "H", "H", "H", "H", "H", "H", "H", "H", "H", "H", "H", "H", "H", "H", "H", "H"], "coordinates": [[-1.6712, -6.3351, -2.4897], [-0.8086, -6.3020, -1.3888], [-0.2295, -5.0984, -0.9800], [-0.5058, -3.9070, -1.6821], [0.4559, -2.4194, -1.3234], [1.9567, -2.5483, -2.3324], [2.9225, -1.5326, -2.2382], [4.0473, -1.5611, -3.0692], [4.2540, -2.6353, -3.9411], [3.3095, -3.6623, -4.0100], [2.1608, -3.6198, -3.2183], [-0.4422, -0.9767, -1.9467], [-1.2759, -0.2806, -1.0582], [-1.9131, 0.8885, -1.4711], [-1.7631, 1.3451, -2.7842], [-0.9678, 0.6310, -3.6843], [-0.3000, -0.5231, -3.2686], [0.9257, -2.1353, 0.3472], [2.2083, -2.5184, 0.7325], [3.2866, -2.8581, 1.0775], [-1.4404, -3.9334, -2.7342], [-1.9916, -5.1472, -3.1528], [-2.0955, -7.2821, -2.8260], [-0.5801, -7.2209, -0.8464], [0.4467, -5.0720, -0.1211], [2.7969, -0.7185, -1.5190], [4.7667, -0.7443, -3.0325], [5.1472, -2.6732, -4.5672], [3.4589, -4.5039, -4.6863], [1.4268, -4.4252, -3.2864], [-1.4063, -0.6539, -0.0413], [-2.5394, 1.4415, -0.7691], [-2.2830, 2.2506, -3.1029], [-0.8691, 0.9689, -4.7163], [0.3353, -1.0722, -3.9660], [0.1642, -2.0806, 1.1229], [-1.7261, -3.0028, -3.2270], [-2.6744, -5.1637, -4.0025], [1.9408, 6.4840, -2.8354], [2.6034, 5.7071, -1.8128], [1.8585, 4.8528, -1.0599], [2.5727, 3.9933, -0.1908], [1.8977, 3.0530, 0.5532], [0.4830, 2.9910, 0.5524], [-0.2080, 2.0184, 1.3936], [0.4562, 0.8003, 1.6827], [0.0332, -0.1737, 2.5697], [0.8892, -0.9606, 3.4193], [0.3065, -1.7648, 4.4355], [1.0836, -2.6339, 5.1931], [2.4620, -2.7426, 4.9447], [3.0640, -1.9075, 3.9935], [2.3017, -0.9742, 3.2915], [-1.5189, 2.3809, 1.9409], [-1.7333, 3.7171, 2.3837], [-2.9397, 4.1270, 2.8978], [-4.0062, 3.2023, 3.0149], [-5.1842, 3.6939, 3.4831], [-6.2681, 2.7727, 3.7221], [-3.8194, 1.8642, 2.5954], [-2.6014, 1.4847, 2.0447], [-0.2156, 3.9125, -0.2633], [0.4444, 4.7768, -1.1182], [2.7597, 7.0092, -3.3261], [1.4158, 5.8353, -3.5520], [1.2383, 7.2017, -2.3891], [3.6530, 4.0889, -0.1381], [2.4600, 2.3868, 1.2047], [1.3850, 0.6194, 1.1360], [-1.0352, -0.3125, 2.7306], [-0.7705, -1.6864, 4.6016], [0.6198, -3.2277, 5.9848], [3.0685, -3.4690, 5.4901], [4.1313, -1.9993, 3.7905], [2.7842, -0.2797, 2.6030], [-0.9132, 4.4361, 2.3409], [-3.1051, 5.1502, 3.2326], [-7.0604, 3.4042, 4.1203], [-6.5903, 2.2958, 2.7875], [-5.9810, 2.0099, 4.4580], [-4.6239, 1.1306, 2.6950], [-2.5002, 0.4703, 1.6587], [-1.3054, 3.9288, -0.2503], [-0.1190, 5.4141, -1.8066]], "mulliken_charge": [-0.430, -0.699, -0.335, -0.187, 2.199, -0.231, -0.020, -0.651, -0.579, -0.651, -0.356, -0.377, -0.154, -0.210, -0.669, -0.860, -0.141, -0.220, -0.318, -0.789, -0.293, -0.730, 0.397, 0.396, 0.389, 0.297, 0.426, 0.371, 0.415, 0.254, 0.256, 0.498, 0.447, 0.422, 0.473, 0.935, 0.346, 0.396, -0.793, -0.444, 0.776, -0.997, -0.419, -0.382, 1.839, 0.089, -0.599, 0.622, -0.573, -0.639, -0.487, -0.416, -0.385, 0.183, -0.562, -1.018, 0.730, -0.447, -0.804, -1.063, 0.258, -0.130, -0.887, 0.251, 0.340, 0.324, 0.484, 0.656, 0.022, 0.105, 0.396, 0.383, 0.403, 0.398, 0.362, 0.606, 0.448, 0.250, 0.324, 0.341, 0.432, 0.134, 0.480, 0.396], "e_above_lowest_kcal_mol": 20.0, "charge": 1, "e_tot_ev": -60056.866, "gap_ev": 5.01, "e_lumo_ev": -4.71, "e_homo_ev": -9.71}